Record 1
A molecular structure, C8H6N2S in a non-equilibrium geometry. Source: OMol25; level of theory: ωB97M-V/def2-TZVPD.

Geometry as XYZ:
```
17
C8H6N2S | OMol25 | ωB97M-V/def2-TZVPD
C -0.7459 -1.4694 1.7017
C 1.9773 1.1933 -0.9730
C 1.8371 -1.2835 -0.6061
C 0.7650 0.7828 -0.4179
C 0.6786 -0.6691 -0.2105
C -1.5010 0.4911 0.2558
C -0.4826 1.6100 0.0948
C -0.6072 -1.2029 0.3131
N -0.8752 -1.6547 2.8291
N -2.7052 0.5608 0.2241
S 2.9009 -0.1623 -1.3606
H 2.2424 2.1964 -1.3757
H 1.9744 -2.3225 -0.6435
H -0.2110 2.0560 1.0583
H -0.9028 2.1615 -0.7682
H -1.0772 -1.9708 -0.3826
H -3.2676 -0.3165 0.2613
```

The calculation puts the HOMO-LUMO gap at 9.89 eV. The total charge is 0. The multiplicity is 1.



Record 2
A molecular structure, C8H6O3S in a non-equilibrium geometry. Source: OMol25; level of theory: ωB97M-V/def2-TZVPD.

Geometry as XYZ:
```
18
C8H6O3S | OMol25 | ωB97M-V/def2-TZVPD
C -1.8107 0.3425 -0.1534
C -1.1734 0.0707 0.9585
C 0.2597 0.6068 -1.5902
C 1.0978 0.2101 -0.6666
C 2.3957 0.2667 -0.1164
C 1.2403 0.1439 1.9140
C -1.1423 0.2827 -1.5123
C 0.1421 -0.4922 0.9919
O 3.4564 0.0385 -0.5891
O 1.0948 0.2705 3.1027
O 2.3257 0.4297 1.2512
S -0.0304 -2.3347 0.7046
H -2.8792 0.6798 -0.2608
H -1.6231 0.2252 2.0137
H 0.5710 1.2264 -2.4217
H -1.0471 -0.7890 -1.7351
H -1.6396 0.8177 -2.3046
H -1.2379 -1.9954 0.4134
```

The calculation puts the HOMO-LUMO gap at 9.00 eV. The total charge is 0. The multiplicity is 1.



Record 3
A single C8H6O6 molecule in a non-equilibrium geometry. Source: OMol25; level of theory: ωB97M-V/def2-TZVPD.

Geometry as XYZ:
```
20
C8H6O6 | OMol25 | ωB97M-V/def2-TZVPD
C 0.0049 1.0833 -0.1840
C -0.9802 0.5923 0.7083
C -0.0894 2.3967 -0.1959
C -1.5518 1.5862 1.3218
C 0.3375 -0.2525 -0.6680
C -0.4632 -1.0105 0.0597
C 1.1874 -1.1196 -1.5159
C -0.2857 -2.4720 -0.0949
O -1.0711 2.7887 0.6979
O 0.5470 -2.4520 -1.3234
O 0.6106 3.3750 -0.7249
O -2.6343 1.7054 2.0726
O 2.4878 -1.1941 -1.1577
O 0.3580 -3.0834 1.0028
H 1.1231 -0.8415 -2.6903
H -1.1465 -3.2244 -0.3052
H 0.3811 4.2409 -0.3950
H -2.5785 2.5323 2.7028
H 2.4919 -1.7762 -0.3745
H 1.2715 -2.8747 1.0640
```

The calculation puts the HOMO-LUMO gap at 8.64 eV. Its structure (SMILES) is Oc1oc(O)c2c1C1=C2[C@@H](O)O[C@H]1O. The total charge is 0. The multiplicity is 1.



Record 4
A single C8H6Si molecule in a non-equilibrium geometry. Source: OMol25; level of theory: ωB97M-V/def2-TZVPD.

Geometry as XYZ:
```
15
C8H6Si | OMol25 | ωB97M-V/def2-TZVPD
C 0.9912 -2.4072 -1.7732
C -2.4829 -0.3686 -2.5865
C -1.7229 2.4791 0.5142
C 0.1846 -1.5784 -1.4407
C -1.6109 -0.2867 -1.7707
C -0.9693 1.5394 0.3492
C -0.4618 -0.4614 -1.0168
C -0.1808 0.3485 0.0975
Si 1.1343 0.0990 1.4489
H 1.6498 -3.0679 -2.2633
H -3.3051 -0.0833 -3.2341
H -2.2065 3.2746 0.8348
H 0.5243 0.8437 2.5885
H 2.4338 0.7769 1.0664
H 1.7267 -1.0281 2.1469
```

The calculation puts the HOMO-LUMO gap at 7.79 eV. Its structure (SMILES) is C#CC([SiH3])=C(C#C)C#C. The total charge is 0. The multiplicity is 1.



Record 5
A molecular structure, C8H7AsF3ReS4 in a non-equilibrium geometry. Source: OMol25; level of theory: ωB97M-V/def2-TZVPD.

Geometry as XYZ:
```
24
C8H7AsF3ReS4 | OMol25 | ωB97M-V/def2-TZVPD
Re -0.3672 1.2113 -0.6683
S -5.0250 1.6717 -2.6773
As -2.8533 1.5191 -2.7055
S -1.7014 -0.2465 -1.7936
S -1.5134 2.9534 -1.4537
S -3.9629 1.8510 -4.5519
F 1.1722 1.4863 -2.9131
C 1.4996 1.3130 -1.6074
F 1.8540 0.0061 -1.4211
H 2.3143 1.9835 -1.3250
F 2.1657 -3.7172 1.5733
C 1.5284 -2.5842 1.5003
C 2.2573 -1.3965 1.5938
C 1.5808 -0.2080 1.5328
C 0.1651 -0.1807 1.3816
C -0.5620 1.0804 1.4282
C -0.5341 -1.4194 1.2831
C 0.1381 -2.6083 1.3451
H 3.3291 -1.4396 1.7333
H 2.1237 0.7237 1.6460
H -0.0235 1.9320 1.8583
H -1.5981 1.0431 1.7603
H -1.6137 -1.4145 1.1875
H -0.3737 -3.5600 1.2935
```

The calculation puts the HOMO-LUMO gap at 5.98 eV. The total charge is +2. The multiplicity is 1.



Record 6
2 unconnected molecules or ions with the total composition C8H7Br2F in a non-equilibrium geometry. Source: OMol25; level of theory: ωB97M-V/def2-TZVPD.

Geometry as XYZ:
```
18
C8H7Br2F | OMol25 | ωB97M-V/def2-TZVPD
C -1.8616 -0.6274 1.7897
C -1.8122 -1.4184 0.6686
C -0.8503 0.3488 1.9300
C -0.8913 -1.2818 -0.3898
C 0.0098 0.5601 0.8668
C 0.0172 -0.1312 -0.3786
C 2.0187 1.1947 -1.2806
C 1.0630 0.0202 -1.3703
F -0.4558 1.4786 -2.3974
Br 3.3116 0.7866 0.1440
Br 1.5776 -1.4303 -2.3258
H -2.5018 -0.7506 2.6154
H -2.6266 -2.2641 0.4777
H -0.6167 0.8238 2.8933
H -1.1943 -1.8128 -1.3066
H 0.8218 1.0868 1.1954
H 2.5603 1.3753 -2.2408
H 1.4306 2.0417 -0.8910
```

The calculation puts the HOMO-LUMO gap (alpha / beta) at 7.19 / 7.19 eV. The total charge is 0. The multiplicity is 1.